1.
18
Properties=species:S:1:pos:R:3:forces:R:3 method="wB97M-V/def2-TZVPD" homo_ev=-8.2 total_charge=0 lumo_ev=0.946 homo_lumo_gap_ev=9.15
H -2.346 0.535 -2.297 -0.234 -0.465 0.295
H 2.229 -0.546 -1.171 -0.018 0.535 0.357
H 1.574 -1.154 0.899 0.428 -0.759 0.333
H -1.281 -1.897 0.962 0.258 0.197 -0.472
C -2.342 -0.517 -0.365 -2.935 -1.942 1.010
H 2.706 0.807 1.799 -0.794 0.043 0.366
C 1.351 -0.164 0.560 -1.434 0.544 -1.556
H 1.353 1.876 1.422 0.014 -0.787 -0.360
O 2.264 0.195 -0.538 -0.684 -0.790 0.791
H 1.103 0.668 2.623 -0.126 -0.679 0.066
C -1.306 -0.826 0.698 0.386 -0.196 -1.999
C -1.851 0.137 -1.413 0.018 1.431 -0.095
C -0.473 0.497 -1.115 -0.015 -3.128 2.833
H -3.394 -0.956 -0.245 1.634 0.925 -0.402
C 1.596 0.817 1.671 1.497 1.559 -0.117
C -0.106 -0.212 0.020 1.470 1.869 -0.774
H -1.483 -0.357 1.638 -0.333 0.777 0.759
H 0.204 1.071 -1.656 0.867 0.866 -1.035



2.
19
Properties=species:S:1:pos:R:3:forces:R:3 method="wB97M-V/def2-TZVPD" homo_ev="-8.7 / -8.7" total_charge=0 lumo_ev="-0.116 / -0.116" homo_lumo_gap_ev="8.58 / 8.58"
O 3.699 -0.516 -0.755 -0.403 1.012 0.831
H -3.580 0.412 1.391 0.778 0.546 -0.533
C 1.254 -1.579 -0.031 -1.626 -0.133 0.823
C -1.898 -0.308 -1.146 1.752 2.031 -1.466
H 3.012 1.305 -0.171 1.067 1.704 0.315
H 1.866 -2.219 -0.623 0.633 0.089 -0.636
H 0.210 -1.920 -0.129 0.350 0.329 0.108
C 2.877 0.272 -0.305 -1.118 -1.950 -1.354
C 1.451 -0.110 -0.099 0.396 0.647 -0.027
C 0.554 0.800 0.322 -2.664 -0.856 -0.774
H -1.950 1.175 2.121 -1.419 -0.835 -1.903
H -0.912 -0.003 -1.700 -2.064 -0.464 0.561
C -2.526 0.723 1.198 1.306 0.161 1.881
H -0.018 2.446 0.992 0.546 -0.007 -0.390
C -1.808 0.380 0.148 2.974 0.263 1.232
H 1.541 -1.678 1.003 0.032 -1.210 0.530
H -2.774 0.092 -1.716 0.593 -0.854 0.308
O 0.781 2.098 0.551 -0.509 0.170 0.452
H -1.778 -1.369 -1.051 -0.625 -0.642 0.041



3.
27
Properties=species:S:1:pos:R:3:forces:R:3 method="wB97M-V/def2-TZVPD" homo_ev="-17.9 / -17.9" total_charge=+2 lumo_ev="-11.372 / -11.371" homo_lumo_gap_ev="6.54 / 6.55"
P -0.363 -2.652 0.604 -0.007 -0.082 0.087
O -1.907 -1.983 0.622 0.052 0.027 0.136
H -4.317 -0.917 1.088 0.011 0.026 0.006
H 0.734 2.381 3.962 -0.019 0.000 -0.013
O -1.348 -0.437 2.581 0.002 -0.033 0.140
C 0.373 2.661 1.844 0.037 0.023 -0.086
C 2.226 0.952 -1.063 -0.042 0.002 -0.010
C 0.816 2.347 0.534 -0.002 -0.097 -0.020
H 1.712 0.013 -1.300 0.003 -0.010 0.018
O -0.318 -3.334 2.007 0.011 -0.001 0.024
C 2.505 0.858 1.459 -0.024 0.030 -0.028
C 1.849 1.402 0.307 0.056 0.002 0.018
H 0.277 2.734 -0.324 -0.035 0.029 0.042
H 1.949 1.691 -1.812 -0.010 -0.004 0.008
H 3.295 0.754 -1.123 0.009 0.026 0.014
O -3.633 -0.286 1.375 -0.025 -0.008 -0.066
Pd 0.215 0.346 1.580 0.445 1.021 -0.643
C 1.058 2.143 2.956 0.263 -0.373 0.059
P -2.146 -0.590 1.259 0.139 -0.310 0.095
O -0.123 -3.420 -0.592 0.005 -0.034 -0.104
H 2.676 0.835 3.603 -0.055 -0.001 0.027
H 3.271 0.104 1.315 -0.005 -0.013 0.012
O 0.580 -1.375 0.724 -0.164 0.002 0.063
C 2.149 1.253 2.754 -0.369 -0.210 0.289
H -0.486 3.304 1.992 0.003 0.011 -0.059
O -1.357 0.477 0.413 -0.270 -0.070 -0.002
H -0.309 -4.305 2.003 -0.009 0.050 -0.009



4.
18
Properties=species:S:1:pos:R:3:forces:R:3 method="wB97M-V/def2-TZVPD" homo_ev=-8.2 total_charge=0 lumo_ev=0.797 homo_lumo_gap_ev=9.00
H 2.094 0.042 -1.619 -0.507 0.172 -0.711
C -2.620 -0.501 -0.241 0.584 -2.471 -0.727
H -1.260 2.614 0.663 3.258 -0.557 -1.094
C 0.493 1.057 0.763 -0.384 1.701 -2.130
H 0.120 0.836 1.727 -1.098 0.177 0.656
C -0.499 0.949 -0.497 1.649 -0.341 0.363
H 0.264 0.728 -1.286 -1.330 0.055 0.244
H 2.630 -1.463 -0.857 0.123 2.385 0.936
H -3.263 0.294 -0.545 -0.816 0.119 -0.204
H 3.277 0.443 -0.406 -0.788 -2.171 -0.537
C -1.321 -0.178 -0.186 -0.306 -3.105 0.243
S -0.039 -1.462 0.240 -0.011 0.689 -0.229
H 1.858 -0.467 1.322 0.618 -0.140 1.537
H 0.111 2.957 -0.749 -0.005 -0.541 1.765
C -0.248 2.245 0.063 -2.365 2.164 0.195
C 1.400 -0.070 0.467 -0.227 -2.635 -1.786
H -2.978 -1.670 -0.290 0.840 3.378 0.701
C 2.425 -0.324 -0.670 0.764 1.121 0.779



5.
19
Properties=species:S:1:pos:R:3:forces:R:3 method="wB97M-V/def2-TZVPD" homo_ev=-8.0 total_charge=0 lumo_ev=-0.569 homo_lumo_gap_ev=7.39
H 1.508 0.183 1.259 -2.104 0.567 0.479
S 1.020 2.648 -0.790 0.128 2.344 -0.238
C 0.355 0.361 1.541 4.265 -1.197 0.185
H -0.776 -1.803 0.218 -0.292 0.272 0.466
H -1.942 0.640 1.681 -0.820 0.588 -1.244
C 0.800 -1.421 -1.157 -1.171 0.731 -0.866
C -0.427 0.406 0.185 -1.614 -0.922 2.014
H 0.421 1.321 2.122 -0.632 -0.862 -0.686
C -1.903 0.893 0.587 1.979 -0.792 -0.615
H 0.294 -0.543 2.223 -1.081 1.023 -0.783
C 1.649 -0.210 -1.245 -0.013 2.136 0.123
H 0.537 -1.752 -2.190 0.592 0.040 0.650
H 1.287 -2.222 -0.629 0.332 -0.375 0.094
H -2.594 0.365 -0.070 -0.257 -0.180 0.563
S 3.182 -0.004 -1.744 -1.694 -0.048 0.574
C 0.512 1.213 -0.593 1.981 -4.008 -1.495
H -1.405 -0.997 -1.220 1.397 0.120 0.860
C -0.526 -1.007 -0.478 -0.889 -0.041 -0.730
H -1.993 1.929 0.302 -0.109 0.604 0.647



6.
18
Properties=species:S:1:pos:R:3:forces:R:3 method="wB97M-V/def2-TZVPD" homo_ev="-9.0 / -7.3" total_charge=0 lumo_ev="-0.895 / -0.014" homo_lumo_gap_ev="8.12 / 7.27"
H -3.994 -1.947 -1.242 -0.750 -0.474 -0.242
H 2.852 1.992 -2.292 0.370 0.003 -0.277
H 0.242 -0.621 1.919 -0.310 1.168 2.549
C 2.526 1.510 -1.397 -0.154 -1.225 1.237
H 3.081 0.685 -0.869 -0.467 1.156 -0.913
H 1.383 -0.104 0.670 1.005 -0.106 0.454
C -3.246 -1.360 -0.813 2.580 1.837 1.106
H -0.347 -2.623 0.707 -0.456 -0.581 0.708
C 0.540 -0.709 0.938 -1.090 0.588 -1.017
H -1.718 4.045 1.007 0.026 0.906 0.067
H 1.518 1.716 -1.046 0.263 0.124 -0.052
C 0.633 -2.191 0.725 1.105 -0.237 -0.250
Si -0.776 0.243 -0.068 -0.671 -0.362 -0.153
C -1.314 1.911 0.457 0.943 0.921 0.139
C -2.318 -0.671 -0.382 -1.618 -1.581 -0.933
H 0.904 -2.229 -0.280 0.869 -0.930 -1.986
H 1.427 -2.760 1.307 -1.295 0.878 -0.385
C -1.391 3.115 0.658 -0.353 -2.087 -0.052



7.
23
Properties=species:S:1:pos:R:3:forces:R:3 method="wB97M-V/def2-TZVPD" homo_ev=-7.7 total_charge=0 lumo_ev=0.532 homo_lumo_gap_ev=8.20
H 2.058 -0.298 1.873 1.565 0.796 1.943
O -0.728 0.095 -0.216 0.721 -0.350 1.447
H -1.357 0.711 -1.922 0.348 -0.080 -2.922
H -1.876 2.649 0.383 0.145 0.192 -2.047
C 0.691 -2.876 0.144 2.124 0.156 -2.397
H 1.333 -3.998 -1.610 -1.258 0.515 1.065
C 0.086 2.975 -0.294 0.231 -4.227 -0.036
C -0.001 -2.558 1.362 0.782 1.324 0.144
H -0.392 -4.353 -0.881 0.316 -0.382 0.150
H -1.605 3.094 -1.431 -1.606 1.461 -1.553
B 0.412 0.478 0.447 0.188 0.614 -0.142
C 0.547 -3.809 -0.814 -0.034 -0.210 -0.150
C 1.254 -0.701 1.383 -1.663 1.148 -4.933
H 1.823 1.978 0.644 -0.935 0.626 -0.309
H -2.482 0.682 -0.702 -2.897 -0.319 0.453
C -1.547 0.996 -0.959 2.755 1.311 1.817
H 0.004 3.706 0.413 -0.078 2.115 1.865
N 0.335 -1.507 2.009 -0.844 -1.358 0.858
H 0.560 3.354 -1.134 1.070 0.688 -1.715
S 2.029 -1.708 -0.077 -0.579 0.054 1.123
H -0.682 -3.250 1.737 -1.384 -0.842 0.761
C -1.336 2.507 -0.633 0.545 -2.243 3.897
N 0.872 1.836 0.279 0.486 -0.987 0.680



8.
25
Properties=species:S:1:pos:R:3:forces:R:3 method="wB97M-V/def2-TZVPD" homo_ev="-6.8 / -6.8" total_charge=0 lumo_ev="-0.241 / -0.240" homo_lumo_gap_ev="6.57 / 6.58"
O -0.888 -1.490 -0.753 0.096 0.163 0.921
C 1.292 0.065 0.444 -1.198 1.368 0.558
C -1.520 -1.880 -1.938 -2.105 -0.372 -0.629
H 4.311 -1.119 -0.923 -0.463 0.229 -0.191
H 3.265 -0.880 -2.428 0.097 -0.109 1.549
H -1.333 4.324 0.389 0.287 -0.981 1.010
B -0.066 2.770 0.599 -2.290 -0.880 0.611
H -1.107 -2.860 -2.245 -0.314 0.463 0.069
H 1.037 4.046 -0.490 -0.065 1.211 -0.066
O -2.799 -1.711 0.402 0.340 0.316 0.628
H -1.052 -1.656 2.341 -0.862 -1.854 2.594
C -0.971 0.448 1.935 -0.599 -0.948 2.804
O -1.135 3.594 1.032 0.256 1.632 -1.111
C -1.624 -1.448 0.381 0.159 -0.531 -1.213
C -0.438 1.364 0.986 3.504 -0.990 -2.287
S 1.019 -1.441 1.207 -0.300 1.308 -0.442
C 3.285 -0.954 -1.291 -1.139 -2.431 -0.241
H -1.281 -1.113 -2.686 -0.206 -0.319 0.090
C -0.756 -1.081 1.564 0.067 2.665 -2.300
H -0.505 0.481 2.989 -0.543 0.200 -1.005
H -2.098 0.716 2.105 1.795 -0.795 -0.500
H -2.672 -1.954 -1.766 2.147 0.095 -0.501
S 2.501 0.531 -0.629 -0.833 -0.273 0.601
H 2.621 -1.894 -0.950 1.511 2.064 -0.928
O 0.911 3.143 -0.275 0.659 -1.231 -0.021



9.
22
Properties=species:S:1:pos:R:3:forces:R:3 method="wB97M-V/def2-TZVPD" homo_ev=-12.9 total_charge=+1 lumo_ev=-2.963 homo_lumo_gap_ev=9.94
Br 0.684 1.017 4.283 0.027 0.047 0.396
H -1.263 1.044 1.849 0.255 0.280 -0.033
H -2.898 0.811 -1.062 0.159 -0.145 -0.351
H -1.156 -1.063 -1.106 0.205 -2.830 -1.323
C 0.991 -1.190 2.289 -2.090 2.083 0.896
C -0.495 -0.488 0.783 0.491 -0.848 0.163
C 1.032 0.046 -1.784 1.632 2.528 0.185
H 1.048 -1.016 -1.929 0.035 -0.400 -0.023
H 1.829 -1.739 2.642 0.218 -0.440 0.310
C -1.144 -0.241 -0.503 0.485 3.006 -0.058
C 2.041 0.832 -2.193 0.602 -2.836 -0.476
H 0.602 -2.286 0.479 -0.302 0.754 0.258
H -3.084 -0.389 0.158 0.743 1.295 -1.128
N -0.495 0.385 1.778 -0.169 -0.727 1.441
N -2.447 0.300 -0.326 -1.421 -0.731 2.392
H -0.726 0.761 -2.239 -0.793 0.977 -0.424
N 0.347 -1.487 1.072 0.910 0.821 0.888
C -0.194 0.738 -1.304 -1.278 -1.036 0.156
H -0.053 1.751 -0.860 -0.120 -0.910 -0.302
C 0.349 -0.046 2.841 1.107 -2.107 -3.552
H 2.114 1.879 -2.210 -0.524 1.331 0.475
H 2.917 0.380 -2.659 -0.174 -0.112 0.111



10.
21
Properties=species:S:1:pos:R:3:forces:R:3 method="wB97M-V/def2-TZVPD" homo_ev=-9.2 total_charge=0 lumo_ev=0.671 homo_lumo_gap_ev=9.84
C 1.076 -0.805 0.408 -0.271 1.852 -2.017
H 0.872 -0.534 2.633 1.065 0.125 1.037
C -1.244 -0.326 -0.809 0.171 -1.413 -1.317
H -0.413 -1.206 1.799 -0.662 -0.530 0.028
H -0.989 -1.190 -1.481 0.227 0.516 0.759
H 1.015 -2.319 -1.104 0.281 -0.107 -2.435
H -1.804 -0.735 0.022 -0.603 -0.018 -0.113
O 0.399 1.428 -1.049 2.241 -0.892 -0.956
H 0.133 -2.706 0.284 -0.457 -0.214 0.251
C -0.028 0.385 -0.263 0.367 -0.746 0.856
O -0.472 1.737 1.850 -0.176 0.259 -0.046
C -0.496 2.492 -1.093 -2.761 -1.437 1.786
Br 2.880 0.026 0.352 -0.596 -0.516 -0.001
H -1.840 0.256 -1.520 -0.110 0.444 0.810
C -0.177 0.749 1.243 -0.041 0.660 -0.362
H -1.069 2.343 -0.098 0.047 1.272 -2.083
H -1.096 2.504 -2.012 -0.380 -0.537 0.280
C 0.399 -0.509 1.694 -0.416 -1.051 1.088
H 1.873 -2.778 0.331 0.388 -0.297 0.079
C 1.034 -2.244 -0.078 0.132 1.050 1.950
H -0.053 3.429 -1.111 1.554 1.580 0.406



11.
22
Properties=species:S:1:pos:R:3:forces:R:3 method="wB97M-V/def2-TZVPD" homo_ev=-8.5 total_charge=0 lumo_ev=0.855 homo_lumo_gap_ev=9.37
H 2.139 0.648 -0.386 0.531 3.251 0.703
C -0.514 -0.866 1.331 0.772 3.289 -3.366
O -1.625 -0.369 -1.142 0.083 -0.089 -0.393
H -1.531 0.832 -2.839 0.701 0.104 -0.864
H 1.092 -1.313 2.789 -0.671 0.861 -1.144
H -1.113 2.772 -1.289 0.266 0.673 -1.247
C 0.889 -0.609 1.893 0.567 -4.016 0.573
Br -1.072 -2.636 1.212 -0.025 -1.067 -0.029
O 0.641 -0.421 -1.106 -1.893 -0.178 -0.749
C -2.005 0.800 -1.892 0.958 0.125 1.934
H 2.878 -0.918 1.269 2.486 0.530 1.013
H 1.942 -2.139 0.560 -0.598 0.722 0.875
H -1.320 -0.292 1.731 -0.297 0.296 0.621
H -3.028 0.776 -1.993 -2.326 -0.222 -0.467
O -0.589 1.277 -0.117 0.552 1.287 0.144
C 1.881 -0.333 -0.475 -0.541 -1.128 0.975
C 1.947 -1.055 0.864 -1.768 -1.233 -1.977
H -2.262 2.309 -0.185 -1.406 -0.340 -0.064
C -1.605 1.903 -0.930 1.409 0.255 0.947
H 2.592 -0.668 -1.188 0.625 -1.009 -0.569
H 1.180 0.316 2.318 -0.548 1.518 -0.159
C -0.517 -0.015 -0.425 1.124 -3.627 3.244



12.
21
Properties=species:S:1:pos:R:3:forces:R:3 method="wB97M-V/def2-TZVPD" multiplicity=3 homo_ev="-6.6 / -9.1" total_charge=0 lumo_ev="0.660 / -0.992" homo_lumo_gap_ev="7.25 / 8.10"
H 3.621 -1.566 -1.361 -1.443 0.756 0.367
H -0.631 2.258 1.603 -0.500 0.948 0.953
H -1.790 -1.545 0.986 0.640 -0.969 1.825
Br 1.435 -1.213 1.403 0.807 -1.201 0.023
C -0.588 0.648 0.421 -0.358 -0.684 -3.591
S 2.458 1.228 0.020 2.600 1.119 -1.331
H -3.450 -0.961 -0.445 0.986 0.471 -1.368
C -2.082 0.372 0.316 1.644 1.431 1.319
H 2.465 -0.444 -2.244 0.278 -0.664 0.931
H -2.567 1.217 -0.176 -0.131 0.195 0.254
C 2.550 -1.130 -1.344 1.361 -0.223 -2.139
H -2.454 0.282 1.383 -0.257 -0.076 -1.217
H -1.891 -0.842 -1.504 -0.211 0.501 -0.326
H -0.040 0.198 -0.442 -0.414 0.076 0.897
H 1.786 2.934 1.429 -0.181 0.116 0.347
O -1.876 -1.963 0.148 1.175 -1.209 0.259
C 2.093 -0.400 -0.188 -0.914 -0.102 1.914
C 0.027 1.684 1.009 -0.059 1.052 1.474
H 1.879 -1.946 -1.549 -0.229 -0.566 -0.009
C 1.367 2.023 1.042 -1.089 -0.527 -0.494
C -2.313 -0.835 -0.507 -3.705 -0.443 -0.090